#A
Molecular formula: C5H10S
Method: DFT, ωB97M-V with the def2-TZVPD basis set

```
16
Properties=species:S:1:pos:R:3:mulliken_charge:R:1
C -0.917 -1.501 0.846 -0.833
C -1.937 -0.924 0.220 0.047
C -1.888 -0.465 -1.168 0.064
C -2.776 0.363 -1.700 -0.820
H -0.014 -1.787 0.324 0.242
H -1.003 -1.769 1.890 0.266
H -2.835 -0.649 0.761 0.268
H -1.089 -0.856 -1.786 0.275
H -2.697 0.719 -2.716 0.265
H -3.612 0.746 -1.127 0.230
C 2.978 0.833 1.166 -0.728
S 3.923 1.979 0.141 -0.189
H 3.273 1.001 2.196 0.284
H 1.907 1.007 1.066 0.262
H 3.165 -0.213 0.934 0.264
H 3.521 1.514 -1.047 0.105
```

Values from the calculation:
2S+1 ... 1
LUMO ... 0.0314 Eh
HOMO-LUMO gap ... 9.9 eV
Total charge ... 0

***

#B
Molecular formula: C5H10S
Method: DFT, ωB97M-V with the def2-TZVPD basis set

```
16
Properties=species:S:1:pos:R:3:mulliken_charge:R:1
C 0.508 1.224 -0.576 -1.257
C -0.035 -0.083 -0.040 1.758
C 0.216 -0.031 1.488 -1.503
C -1.409 -0.137 -0.442 -1.294
C 0.711 -1.270 -0.532 -0.818
H 1.682 1.118 -0.748 0.344
H 0.005 1.394 -1.680 0.300
H 0.225 2.078 0.150 0.306
H 1.290 0.237 1.696 0.368
H 0.161 -1.051 2.063 0.342
H -0.406 0.733 2.005 0.379
H -1.993 0.370 0.441 0.268
H -1.864 -1.277 -0.528 0.311
H -1.470 0.264 -1.494 0.340
H 0.444 -2.197 -0.067 0.348
S 1.936 -1.371 -1.735 -0.193
```

Values from the calculation:
2S+1 ... 1
LUMO ... -0.0127 Eh
HOMO-LUMO gap ... 8.4 eV
Total charge ... 0

***

#C
Molecular formula: C5H10S
Method: DFT, ωB97M-V with the def2-TZVPD basis set

```
16
Properties=species:S:1:pos:R:3:mulliken_charge:R:1
C -0.476 0.626 2.657 -0.840
C -0.447 0.226 0.005 -0.150
C -0.307 -1.225 -0.462 -0.692
C -0.152 -0.044 -1.414 0.120
C 1.222 0.220 -1.976 -1.300
H -0.115 1.070 3.580 0.346
H -1.578 0.870 2.557 0.244
H -0.374 -0.492 2.858 0.256
H -1.547 0.329 0.134 0.291
H 0.630 -1.637 -0.092 0.249
H -1.100 -1.938 -0.607 0.282
H -0.975 0.052 -2.177 0.309
H 1.430 -0.420 -2.810 0.394
H 2.022 0.061 -1.184 0.274
H 1.200 1.305 -2.241 0.273
S 0.567 0.998 1.171 -0.056
```

Values from the calculation:
2S+1 ... 1
LUMO ... 0.0374 Eh
HOMO-LUMO gap ... 9.3 eV
Total charge ... 0

***

#D
Molecular formula: C5H10S
Method: DFT, ωB97M-V with the def2-TZVPD basis set

```
16
Properties=species:S:1:pos:R:3:mulliken_charge:R:1
C -0.799 0.677 1.818 -0.828
C 0.196 -0.415 -0.297 0.828
C -0.489 -1.739 -0.150 -1.583
C 0.987 -0.275 -1.632 -0.706
C 1.705 -0.193 -0.284 -0.606
H -1.468 1.407 2.352 0.334
H 0.214 0.811 2.238 0.251
H -1.338 -0.249 1.877 0.236
H -1.473 -1.669 -0.650 0.306
H 0.038 -2.582 -0.571 0.424
H -0.606 -1.955 0.877 0.433
H 1.156 -1.172 -2.246 0.255
H 0.863 0.694 -2.234 0.216
H 2.153 0.704 0.091 0.309
H 2.196 -1.131 -0.023 0.242
S -0.709 1.051 0.098 -0.112
```

Values from the calculation:
2S+1 ... 1
LUMO ... 0.0362 Eh
HOMO-LUMO gap ... 9.4 eV
Total charge ... 0

***

Stability ranking, top entry: #D; the second entry is 0.0049 hartree less favorable.

***

#A
Molecular formula: C8H13N
Method: DFT, ωB97M-V with the def2-TZVPD basis set

```
22
Properties=species:S:1:pos:R:3:mulliken_charge:R:1
C -1.704 0.855 -1.364 -1.079
C -0.419 0.461 -0.501 0.984
C 0.872 0.895 -1.024 -0.486
C 1.322 -0.520 -1.273 -0.590
C 0.194 -1.186 0.862 -0.156
C 0.912 0.036 1.462 -0.837
C -0.273 0.895 1.012 -0.381
C -0.996 -0.547 1.576 -0.731
H -1.251 1.772 -2.154 0.250
H -2.716 0.908 -0.820 0.310
H -1.581 -0.507 -1.987 0.255
H 1.569 1.274 -0.186 0.121
H 1.061 1.510 -2.123 0.288
H 2.305 -0.916 -0.975 0.273
H 1.282 -0.774 -2.413 0.256
H 0.543 -2.266 1.182 0.310
H 1.823 0.306 1.067 0.311
H 0.970 0.046 2.514 0.411
H -0.458 2.055 1.185 0.309
H -1.994 -0.995 1.169 0.289
H -0.665 -0.944 2.585 0.356
N -0.048 -0.974 -0.507 -0.463
```

Values from the calculation:
2S+1 ... 1
LUMO ... 0.0375 Eh
HOMO-LUMO gap ... 9.8 eV
Total charge ... 0

***

#B
Molecular formula: C8H13N
Method: DFT, ωB97M-V with the def2-TZVPD basis set

```
22
Properties=species:S:1:pos:R:3:mulliken_charge:R:1
C -0.247 -0.720 2.219 -1.449
C 0.108 -0.622 0.792 0.848
C 1.246 -1.372 0.055 -0.678
C 1.057 -0.238 -0.885 -0.287
C 0.787 0.702 0.190 -0.181
C -0.226 1.724 -0.383 -0.843
C -0.671 1.160 -1.766 -0.633
C -1.118 -0.751 -0.362 -0.872
H -1.260 -1.182 2.382 0.300
H 0.478 -1.332 2.791 0.313
H -0.296 0.281 2.647 0.326
H 1.116 -2.404 -0.283 0.338
H 2.238 -1.259 0.534 0.353
H 1.796 0.021 -1.676 0.413
H 1.639 1.131 0.832 0.419
H 0.093 2.731 -0.429 0.456
H -1.110 1.689 0.187 0.268
H -1.707 1.351 -1.982 0.340
H -0.081 1.526 -2.573 0.325
H -1.402 -1.783 -0.464 0.363
H -2.099 -0.307 -0.283 0.324
N -0.340 -0.346 -1.542 -0.443
```

Values from the calculation:
2S+1 ... 1
LUMO ... 0.0371 Eh
HOMO-LUMO gap ... 9.5 eV
Total charge ... 0

***

Stability ranking, top entry: #B; the second entry is 0.1990 hartree less favorable.

***

#A
Molecular formula: C4H13NO
Method: DFT, ωB97M-V with the def2-TZVPD basis set

```
19
Properties=species:S:1:pos:R:3:mulliken_charge:R:1
C -2.667 0.542 0.715 -1.150
C -1.522 0.890 -0.263 -0.545
C -0.547 -0.271 -0.530 -0.311
C -1.143 -1.336 -1.444 -0.623
N -0.577 -2.668 -1.323 -0.634
H -3.376 -0.078 0.217 0.303
H -3.214 1.407 1.056 0.362
H -2.266 0.002 1.565 0.306
H -2.023 1.272 -1.168 0.291
H -1.023 1.785 0.117 0.350
H 0.318 0.224 -0.968 0.273
H -0.379 -0.710 0.452 0.235
H -1.087 -1.042 -2.453 0.352
H -2.225 -1.401 -1.325 0.340
H -0.904 -3.125 -0.489 0.227
H 0.430 -2.742 -1.330 0.224
H 5.793 1.703 1.812 0.320
H 4.604 2.240 2.538 0.319
O 5.494 2.503 2.265 -0.639
```

Values from the calculation:
2S+1 ... 1
LUMO ... 0.0260 Eh
HOMO-LUMO gap ... 9.8 eV
Total charge ... 0

***

#B
Molecular formula: C4H13NO
Method: DFT, ωB97M-V with the def2-TZVPD basis set

```
19
Properties=species:S:1:pos:R:3:mulliken_charge:R:1
C -1.198 -0.872 -0.753 -1.116
N 0.078 -0.752 0.026 -0.433
C 1.750 0.291 -1.530 -1.222
C 0.921 0.475 -0.212 0.383
C -0.067 1.710 -0.208 -1.205
H -1.636 0.062 -0.872 0.388
H -0.958 -1.422 -1.732 0.330
H -1.771 -1.508 -0.136 0.420
H 0.366 -1.632 -0.295 0.189
H 2.476 1.186 -1.692 0.306
H 2.461 -0.502 -1.416 0.367
H 0.981 0.161 -2.284 0.323
H 1.794 0.417 0.627 0.187
H 0.452 2.705 -0.285 0.345
H -0.768 1.649 -1.002 0.385
H -0.506 1.750 0.822 0.274
H -1.669 0.040 2.426 0.290
H -0.738 -0.946 1.603 0.470
O -1.184 -0.790 2.534 -0.683
```

Values from the calculation:
2S+1 ... 1
LUMO ... 0.0323 Eh
HOMO-LUMO gap ... 10.1 eV
Total charge ... 0

***

Stability ranking, top entry: #A; the second entry is 0.0441 hartree less favorable.

***

#A
Molecular formula: C4H13NO
Method: DFT, ωB97M-V with the def2-TZVPD basis set

```
19
Properties=species:S:1:pos:R:3:mulliken_charge:R:1
C -1.475 1.432 -1.820 -1.260
C -1.596 0.777 -0.428 0.034
C -2.938 1.105 0.213 -1.259
H -1.816 2.462 -1.822 0.334
H -0.477 1.322 -2.229 0.325
H -2.186 0.921 -2.478 0.331
H -1.391 -0.280 -0.539 0.290
H -0.826 1.210 0.207 0.233
H -3.129 0.444 1.050 0.340
H -3.751 1.001 -0.507 0.307
H -2.973 2.152 0.526 0.329
N 1.939 -2.301 0.374 -0.449
C 1.504 -0.962 0.550 -0.177
O 2.429 -0.081 1.176 -0.542
H 2.686 -2.460 -0.288 0.206
H 2.018 -2.848 1.213 0.209
H 0.615 -0.980 1.175 0.271
H 1.204 -0.545 -0.414 0.198
H 3.218 -0.050 0.627 0.279
```

Values from the calculation:
2S+1 ... 1
LUMO ... 0.0323 Eh
HOMO-LUMO gap ... 10.5 eV
Total charge ... 0

***

#B
Molecular formula: C4H13NO
Method: DFT, ωB97M-V with the def2-TZVPD basis set

```
19
Properties=species:S:1:pos:R:3:mulliken_charge:R:1
N -1.324 1.032 -1.857 -0.430
C 0.000 0.000 0.000 -1.183
C -2.667 1.997 -3.571 -1.107
C -0.425 -0.008 -1.471 -0.392
C -1.691 0.935 -3.268 -0.322
H -0.664 1.814 -1.758 0.281
H 0.667 0.830 0.289 0.301
H 0.518 -0.953 0.198 0.332
H -0.908 0.044 0.625 0.318
H -3.638 1.851 -3.067 0.282
H -2.838 2.028 -4.660 0.352
H -2.247 2.966 -3.253 0.279
H 0.468 0.138 -2.108 0.324
H -0.858 -0.996 -1.719 0.354
H -0.762 0.952 -3.869 0.332
H -2.215 -0.016 -3.484 0.277
O -0.915 2.000 -8.248 -0.643
H -0.506 1.526 -9.007 0.325
H -0.489 1.607 -7.452 0.318
```

Values from the calculation:
2S+1 ... 1
LUMO ... 0.0268 Eh
HOMO-LUMO gap ... 9.7 eV
Total charge ... 0

***

#C
Molecular formula: C4H13NO
Method: DFT, ωB97M-V with the def2-TZVPD basis set

```
19
Properties=species:S:1:pos:R:3:mulliken_charge:R:1
C 0.502 0.877 1.672 -1.188
C 0.304 -0.425 0.882 -0.324
C -0.124 -0.148 -0.593 -0.618
C -1.583 0.265 -0.657 -0.493
N -2.507 -0.756 -0.237 -0.442
H 1.272 0.928 2.431 0.344
H -0.463 1.308 1.941 0.321
H 0.822 1.607 0.907 0.282
H 1.253 -0.961 0.825 0.272
H -0.432 -1.122 1.277 0.330
H 0.485 0.597 -1.103 0.275
H 0.058 -1.070 -1.156 0.354
H -1.812 0.520 -1.702 0.308
H -1.632 1.190 -0.070 0.222
H -3.413 -0.650 -0.641 0.202
H -2.204 -1.695 -0.119 0.161
H 3.262 -0.073 -0.436 0.317
H 3.125 0.132 -1.962 0.308
O 3.086 -0.525 -1.259 -0.630
```

Values from the calculation:
2S+1 ... 1
LUMO ... 0.0299 Eh
HOMO-LUMO gap ... 9.5 eV
Total charge ... 0

***

Stability ranking, top entry: #A; the second entry is 0.0061 hartree less favorable.